13
Properties=species:S:1:pos:R:3 method="wB97M-V/def2-TZVPD" total_charge=+1 fmax_ev_per_a=4.0 total_energy_ev=-18503.5385 e_lumo_ha="-0.2584 / -0.2542" smiles="[H]/N=C/N(C)C=[N+]=S" de_lowest_ev=3.2231
C 0.52 0.69 0.95
C -0.22 -1.14 -0.47
C -0.23 1.02 -1.30
N 0.41 0.09 2.03
N 0.13 0.15 -0.25
N -0.37 -2.03 0.43
S -0.89 -3.24 1.20
H 1.16 1.63 0.75
H -0.33 -1.40 -1.48
H -1.02 1.91 -1.07
H 0.68 1.50 -1.63
H -0.62 0.44 -2.08
H 0.80 0.39 2.92